# 1
{"formula": "C2H11NO2", "method": "wB97M-V/def2-TZVPD", "elements": ["H", "O", "N", "H", "H", "C", "H", "H", "H", "C", "H", "H", "H", "O", "H", "H"], "coordinates": [[0.598342, -0.712985, 0.221481], [1.350142, -1.325170, 0.880426], [-0.441442, 0.042778, -0.131664], [0.932225, -1.165258, 1.741489], [-0.212108, 0.177052, -1.116000], [-0.266703, 1.348878, 0.504278], [0.741678, 1.480699, 0.891838], [-0.680642, 2.181156, -0.070590], [-0.935937, 1.409134, 1.365085], [-1.756378, -0.546219, 0.065477], [-1.843932, -1.067622, 1.014806], [-2.545087, 0.212992, 0.096283], [-1.985983, -1.161913, -0.798910], [2.048308, -0.086409, -1.695215], [2.124100, -0.501838, -0.819347], [2.873411, -0.285272, -2.149444]], "atomic_forces_ev_per_a": [[0.36, -1.12, 1.71], [-0.34, 0.53, -0.71], [0.30, 1.08, -0.80], [0.34, -0.11, -0.21], [-0.47, -0.19, -0.03], [-1.02, 0.15, 1.05], [0.15, 0.19, -0.39], [0.55, 0.01, -0.54], [0.18, -0.35, 0.28], [-0.51, 0.56, -0.54], [0.31, -0.31, 0.03], [0.10, 0.13, -0.09], [-0.05, -0.51, 0.11], [0.07, 0.04, -0.07], [0.11, -0.09, 0.12], [-0.09, -0.01, 0.07]], "mulliken_spin": [0.18, -0.12, -2.54, 0.13, 0.15, 2.47, -0.08, -0.84, -0.13, 2.82, -0.39, -0.29, -0.45, 0.11, 0.10, -0.11], "energy_ha": -287.950241, "total_charge": -1, "gap_ev": [2.71, 9.56], "spin_multiplicity": 2, "s2": 0.7502, "de_lowest_ev": 0.720, "e_homo_ev": [1.17, -5.64]}

# 2
{"formula": "C2H11NO2", "method": "wB97M-V/def2-TZVPD", "elements": ["C", "C", "N", "H", "H", "H", "H", "H", "H", "H", "H", "H", "O", "H", "H", "O"], "coordinates": [[0.262399, -1.744105, -0.404320], [-0.482012, -0.937769, 0.615152], [0.262416, -0.204466, 1.576292], [0.778253, -1.079213, -1.109444], [-0.298907, -2.519409, -0.835274], [1.205741, -2.045599, 0.072686], [-1.332674, -1.475887, 1.080111], [-1.121688, -0.200395, -0.113552], [0.842787, -0.848851, 2.042645], [0.728684, 0.557651, 1.056295], [-0.151994, 1.424524, -0.912173], [-1.553101, 1.464021, -1.651059], [-1.212517, 1.258502, -0.781324], [2.064495, 1.400293, -0.457371], [-1.430587, 0.565348, -0.179984], [1.099941, 1.407122, -0.350378]], "atomic_forces_ev_per_a": [[2.49, 1.31, 0.66], [-3.17, 0.79, -1.22], [-1.41, 0.94, -0.39], [-0.86, 0.08, -0.47], [-0.48, -1.09, -0.70], [-0.47, -1.01, 0.25], [0.67, -0.30, -0.01], [3.16, -7.50, 3.24], [1.06, -0.44, 0.72], [0.60, -0.28, 0.29], [2.82, -0.19, 1.56], [-1.22, -0.47, -0.10], [0.28, 6.64, -4.14], [-0.88, 0.15, -0.52], [-2.32, 1.03, 1.31], [-0.25, 0.31, -0.50]], "mulliken_charge": [-1.07, -0.10, -0.59, 0.28, 0.33, 0.32, 0.39, -0.21, 0.24, 0.45, 0.35, 0.39, -0.45, 0.20, 0.44, -0.96], "energy_ha": -287.845447, "gap_ev": 8.74, "spin_multiplicity": 1, "de_lowest_ev": 5.253, "e_homo_ev": -8.44}

# 3
{"formula": "C2H11NO2S", "method": "wB97M-V/def2-TZVPD", "elements": ["C", "C", "S", "N", "H", "H", "H", "H", "H", "H", "H", "H", "H", "O", "H", "H", "O"], "coordinates": [[0.314279, 1.184389, -0.630444], [0.575514, 1.133473, 0.946148], [2.322359, 0.781172, 1.081910], [-0.719701, 2.213394, -0.954250], [1.284648, 1.396215, -1.348520], [-0.018619, 0.187922, -0.983901], [0.355243, 2.058937, 1.401057], [-0.268888, 0.458293, 1.476001], [2.737548, 1.083599, -0.103964], [-1.488044, 2.119241, -0.301039], [-0.323623, 3.124263, -1.297467], [0.908333, -3.045661, -0.478982], [0.112068, -3.516123, 0.782839], [0.052349, -3.350427, -0.149867], [-1.217610, -2.132143, -0.003340], [-2.531045, -2.070195, 0.624996], [-2.094810, -1.626351, -0.061176]], "atomic_forces_ev_per_a": [[0.24, 1.14, -1.15], [-1.61, -1.45, -1.77], [0.42, -1.30, 2.71], [1.67, -0.71, -0.92], [-2.31, -0.22, 2.19], [-0.01, 0.47, 0.37], [0.06, 1.41, 0.11], [2.51, 0.59, -1.30], [0.04, 0.39, -1.20], [0.11, 0.98, -0.36], [-1.16, -1.39, 1.28], [-0.10, -0.08, 0.38], [0.52, -0.17, 0.64], [-0.08, 0.09, -0.85], [-1.31, 1.03, -0.82], [-1.63, -0.73, 1.54], [2.66, -0.06, -0.85]], "mulliken_charge": [-0.36, -0.50, -0.23, -0.57, 0.32, 0.16, 0.39, 0.28, 0.09, 0.22, 0.19, 0.34, 0.34, -0.70, 0.36, 0.29, -0.62], "energy_ha": -686.152321, "gap_ev": 9.17, "spin_multiplicity": 1, "de_lowest_ev": 1.716, "e_homo_ev": -8.74, "smiles": "NCCS.O.O"}

# 4
{"formula": "C2H11NO2S2", "method": "wB97M-V/def2-TZVPD", "elements": ["N", "C", "C", "S", "S", "H", "H", "H", "H", "H", "H", "H", "H", "H", "O", "H", "H", "O"], "coordinates": [[0.755651, 2.121634, 0.134147], [1.915641, 1.271310, -0.197359], [1.648214, 0.199516, -1.214773], [1.048633, -1.380569, -0.350047], [-0.370325, -2.262639, -1.513900], [0.206522, 1.763382, 0.814126], [0.245460, 2.303837, -0.695765], [2.553162, 2.014086, -0.721215], [2.441926, 0.812230, 0.624397], [0.896714, 0.229154, -2.101448], [2.580711, -0.135972, -1.786400], [-0.624028, -3.113654, -0.573038], [-3.390652, 4.203163, 1.780989], [-3.799510, 2.821900, 2.329755], [-3.518360, 3.233760, 1.480307], [-0.443653, -0.402263, 1.837963], [-1.141180, -0.767804, 3.289708], [-1.113025, -0.122898, 2.589425]], "atomic_forces_ev_per_a": [[3.21, -0.09, -1.43], [-1.16, 2.19, -1.26], [-0.31, -2.84, -3.20], [-0.20, 0.16, -0.43], [1.13, 1.78, -0.58], [-2.35, -1.21, 2.66], [-0.65, 0.39, -0.60], [0.42, -0.87, 0.32], [0.11, 0.36, 0.58], [0.95, 1.04, 1.76], [-0.85, 0.29, 1.11], [-0.37, -1.15, 1.09], [-0.28, -2.28, -0.93], [0.26, 0.21, -0.94], [0.08, 2.05, 1.85], [-2.13, 0.43, 2.88], [0.38, -0.62, 0.14], [1.76, 0.16, -3.00]], "mulliken_spin": [0.00, 0.00, -0.02, 0.57, 0.40, 0.00, 0.00, 0.00, 0.00, 0.00, 0.03, 0.00, 0.00, 0.00, 0.00, 0.00, 0.00, 0.01], "energy_ha": -1084.046939, "total_charge": 1, "gap_ev": [8.36, 5.27], "spin_multiplicity": 2, "s2": 0.7545, "de_lowest_ev": 1.107, "e_homo_ev": [-13.40, -13.39]}

# 5
{"formula": "C2H11NO3", "method": "wB97M-V/def2-TZVPD", "elements": ["C", "C", "N", "H", "H", "H", "H", "H", "H", "H", "O", "H", "H", "O", "H", "H", "O"], "coordinates": [[-2.668774, 2.893265, -1.962441], [-3.143312, 1.777796, 0.034625], [-3.105519, 2.876741, -0.590435], [-1.585343, 2.894415, -2.020634], [-2.999170, 2.106262, -2.656557], [-3.027089, 3.816965, -2.419320], [-2.995455, 1.831301, 1.106164], [-3.187660, 0.837091, -0.525107], [0.582618, -4.131999, 1.547471], [1.590216, -3.249631, 2.256291], [0.942573, -3.239888, 1.537132], [1.941767, -1.876474, 0.407366], [1.881016, -0.890653, -0.770087], [2.465651, -1.513623, -0.329721], [4.942164, -0.943569, 1.904896], [3.916138, -1.464494, 0.856136], [4.450178, -1.723504, 1.624223]], "atomic_forces_ev_per_a": [[-1.10, 0.45, -1.22], [0.21, 0.59, -0.91], [1.25, -0.18, 0.71], [0.18, 0.14, 0.31], [-0.19, -0.41, 0.50], [0.19, 0.08, -0.01], [-0.85, -0.39, 0.25], [0.32, -0.27, 0.36], [-0.06, 0.02, -0.19], [-0.05, 0.09, -0.12], [0.23, 0.02, 0.41], [-0.05, -0.15, -0.44], [0.05, 0.03, 0.00], [-0.18, -0.01, 0.30], [-0.16, -0.12, -0.15], [0.17, 0.13, -0.01], [0.05, -0.01, 0.20]], "mulliken_charge": [-0.71, -0.27, -0.38, 0.27, 0.32, 0.26, 0.26, 0.25, 0.31, 0.34, -0.67, 0.36, 0.33, -0.70, 0.31, 0.38, -0.66], "energy_ha": -363.224440, "gap_ev": 9.98, "spin_multiplicity": 1, "de_lowest_ev": 1.359, "e_homo_ev": -9.51, "smiles": "C=NC.O.O.O"}

# 6
{"formula": "C2H11NO5", "method": "wB97M-V/def2-TZVPD", "elements": ["C", "N", "C", "O", "O", "H", "H", "H", "H", "H", "H", "H", "O", "H", "H", "O", "H", "H", "O"], "coordinates": [[1.177525, -1.470285, -1.314550], [0.081422, -1.428155, -0.417068], [-1.172317, -0.764499, -0.748322], [-1.231238, -0.187019, -1.898740], [-2.007045, -0.800838, 0.109765], [1.040908, -2.094621, -2.201590], [1.333349, -0.446458, -1.683677], [2.099403, -1.747702, -0.809207], [0.153745, -1.867391, 0.512183], [-0.683969, 0.561123, -2.204529], [-0.828224, -0.620680, 1.647197], [-1.628186, -1.392040, 2.710349], [-0.749326, -1.048518, 2.506137], [1.213137, 1.969583, 1.858000], [-0.142771, 1.884149, 2.599680], [0.259324, 1.996689, 1.727476], [0.526442, 1.897271, -0.332156], [0.019355, 3.166095, -0.895743], [0.538465, 2.393297, -1.165205]], "atomic_forces_ev_per_a": [[0.96, 0.80, 0.42], [0.15, -0.35, -0.83], [0.45, 0.70, 1.11], [-0.56, -0.25, -1.05], [-0.24, -0.25, -0.64], [-0.46, -0.17, -0.05], [-0.12, 0.00, -0.25], [-0.18, -0.34, 0.15], [-0.28, 0.08, 0.06], [0.29, 0.08, 0.61], [-0.54, 0.29, 0.74], [0.07, 0.06, -0.09], [0.58, -0.19, -0.10], [-0.03, 0.13, 0.33], [0.14, -0.02, -0.13], [-0.01, -0.29, -0.27], [0.11, 0.23, 0.07], [0.12, 0.05, -0.36], [-0.45, -0.55, 0.28]], "mulliken_spin": [0.02, 0.78, -0.07, -0.01, 0.21, 0.07, 0.05, 0.01, -0.03, 0.00, 0.00, 0.00, 0.00, 0.00, 0.00, 0.00, 0.00, 0.00, 0.00], "energy_ha": -513.420132, "total_charge": 1, "gap_ev": [11.83, 6.18], "spin_multiplicity": 2, "s2": 0.7637, "de_lowest_ev": 0.520, "e_homo_ev": [-15.36, -15.35]}

no.,strongest force on any atom (eV/Å)
1,2.08
2,8.76
3,3.20
4,4.29
5,1.70
6,1.39